(1)
The following is a DFT calculation (ωB97M-V/def2-TZVPD) of a cluster of 2 separate species, C5H5N in total.

XYZ file:
```
11
C5H5N | the Open Molecules 2025 dataset | ωB97M-V/def2-TZVPD
C 2.016 0.380 0.073
C 1.048 -0.488 0.603
C 2.081 0.775 1.425
C 0.640 0.612 1.310
H 2.681 0.864 2.251
H -0.257 1.106 1.421
C -1.884 -0.943 -1.294
N -1.029 -0.009 -1.264
H -2.292 -1.225 -0.397
H -2.444 -1.493 -2.087
H -0.559 0.421 -2.041
```

Results
E   -6747.5929 eV
Maximum force   4.187 eV Å⁻¹
SMILES   C12=C3[C@H]1[C@H]23.C=N
Lowest unoccupied orbital energy   0.737 eV

Löwdin atomic charge list, values in e, 6 entries: -0.013, -0.084, -0.073, -0.083, 0.083, 0.089

=====

(2)
The following is a DFT calculation (ωB97M-V/def2-TZVPD) of a structure of composition C30H60O29S2Y.

XYZ file:
```
122
C30H60O29S2Y | the Open Molecules 2025 dataset | ωB97M-V/def2-TZVPD
Y -1.745 1.538 -0.877
S 0.015 -0.695 0.068
O 0.034 0.753 0.197
O -1.296 -0.622 -0.608
O 1.012 -1.224 -0.875
O -0.094 -1.402 1.362
C -4.912 4.683 1.698
C -3.443 4.647 1.971
O -3.127 3.546 2.831
C -2.512 2.403 2.458
O -2.023 2.155 1.376
O -2.516 1.707 3.563
C -1.642 0.540 3.728
H -5.268 3.821 1.133
H -5.183 5.599 1.174
H -5.402 4.720 2.671
H -3.185 5.578 2.475
H -2.903 4.669 1.024
H -0.577 0.689 3.905
H -1.789 -0.034 2.813
H -2.016 -0.043 4.569
C -0.537 -2.498 4.164
C -0.186 -4.010 4.387
O 1.172 -4.305 3.924
C 2.136 -4.852 4.782
O 1.956 -5.276 5.935
O 3.293 -4.868 4.081
C 4.486 -5.352 4.660
H -1.168 -2.361 3.286
H 0.313 -1.820 4.241
H -1.182 -2.095 4.944
H -0.860 -4.597 3.762
H -0.403 -4.432 5.368
H 4.247 -5.818 5.616
H 5.094 -4.449 4.709
H 4.991 -5.987 3.932
C 1.161 6.221 -2.817
C 0.181 5.534 -1.878
O 0.831 5.308 -0.607
C 0.599 4.173 0.035
O -0.284 3.337 -0.309
O 1.469 4.228 1.063
C 1.515 3.103 1.999
H 0.686 6.543 -3.744
H 1.925 5.543 -3.200
H 1.757 7.031 -2.397
H -0.399 4.721 -2.315
H -0.688 6.172 -1.713
H 0.591 3.077 2.576
H 2.265 3.201 2.784
H 1.679 2.160 1.477
C 7.341 1.119 0.178
C 7.592 0.401 1.524
O 6.559 -0.574 1.821
C 5.263 -0.297 1.971
O 4.722 0.797 1.955
O 4.618 -1.467 2.137
C 3.232 -1.492 1.992
H 7.182 0.526 -0.722
H 8.184 1.805 0.101
H 6.423 1.693 0.306
H 7.611 1.184 2.282
H 8.591 -0.034 1.516
H 2.979 -1.876 1.004
H 2.857 -0.475 2.103
H 2.844 -2.145 2.774
C 0.098 2.241 -6.159
C 0.204 3.061 -4.843
O 1.411 2.760 -4.079
C 1.377 2.006 -2.930
O 0.332 1.844 -2.332
O 2.660 1.772 -2.486
C 2.868 1.245 -1.215
H 0.367 1.187 -6.103
H 0.816 2.546 -6.920
H -0.963 2.387 -6.362
H -0.692 2.838 -4.264
H 0.031 4.118 -5.050
H 2.210 1.727 -0.492
H 3.901 1.440 -0.928
H 2.657 0.176 -1.209
C -3.528 -3.461 1.991
C -3.408 -2.137 1.162
O -4.682 -1.496 0.968
C -4.659 -0.344 0.307
O -3.683 0.289 -0.039
O -5.903 -0.072 -0.052
C -6.257 0.949 -1.008
H -4.261 -4.109 1.511
H -3.827 -3.292 3.026
H -2.661 -4.121 2.002
H -2.934 -2.484 0.243
H -2.749 -1.435 1.673
H -5.890 0.801 -2.023
H -5.920 1.916 -0.634
H -7.329 1.132 -1.086
C 1.002 -1.537 -4.800
C -0.214 -1.344 -3.911
O -1.350 -0.924 -4.639
C -2.204 -0.126 -4.108
O -2.019 0.516 -3.070
O -3.356 -0.126 -4.746
C -4.239 0.945 -4.511
H 1.841 -1.653 -4.114
H 1.282 -0.628 -5.334
H 0.831 -2.383 -5.466
H 0.137 -0.581 -3.217
H -0.395 -2.213 -3.279
H -3.653 1.856 -4.633
H -4.681 0.905 -3.516
H -4.940 0.941 -5.345
C -0.301 -4.338 0.462
C 0.230 -4.313 -0.984
O 0.715 -5.605 -1.253
S -0.391 -6.745 -0.528
O 0.357 -7.953 -0.231
O -1.540 -6.841 -1.449
O -0.582 -5.716 0.731
H -1.143 -3.672 0.649
H 0.509 -4.047 1.130
H 1.002 -3.556 -1.124
H -0.552 -4.173 -1.730
```

Results
E   -114169.6839 eV
Maximum force   5.732 eV Å⁻¹
Net charge   +1
Lowest unoccupied orbital energy   -3.755 eV

Löwdin atomic charge list, values in e, 6 entries: 1.749, 0.307, -0.448, -0.447, -0.320, -0.307

=====

(3)
The following is a DFT calculation (ωB97M-V/def2-TZVPD) of an isolated molecule of C20H24F3N5O.

XYZ file:
```
53
C20H24F3N5O | the Open Molecules 2025 dataset | ωB97M-V/def2-TZVPD
C 1.769 7.641 2.962
C 3.017 6.931 2.430
C 3.317 7.404 1.000
C 4.206 7.252 3.339
C 2.892 5.399 2.347
O 3.870 4.683 2.360
N 1.621 4.936 2.206
C 1.190 3.612 2.069
C -0.183 3.363 1.985
C -0.645 2.074 1.848
C 0.294 1.029 1.795
N -0.079 -0.280 1.692
C -1.448 -0.655 1.405
C -1.537 -2.159 1.159
N -0.638 -2.543 0.095
C -1.088 -3.218 -0.983
C -0.252 -3.530 -2.080
C -0.778 -4.235 -3.132
C -2.120 -4.626 -3.090
C -2.733 -5.366 -4.232
F -3.789 -6.111 -3.869
F -3.183 -4.537 -5.202
F -1.869 -6.199 -4.838
C -2.868 -4.269 -1.976
N -2.375 -3.596 -0.962
C 0.713 -2.020 0.171
C 0.918 -1.306 1.505
N 1.604 1.273 1.876
C 2.038 2.511 2.009
H 0.955 7.643 2.237
H 2.014 8.681 3.168
H 1.425 7.189 3.891
H 4.222 6.927 0.633
H 2.499 7.152 0.327
H 3.460 8.483 0.984
H 5.068 6.663 3.038
H 4.458 8.308 3.279
H 3.969 7.005 4.372
H 0.873 5.614 2.212
H -0.885 4.187 2.028
H -1.703 1.885 1.788
H -1.811 -0.125 0.513
H -2.097 -0.391 2.249
H -1.291 -2.706 2.075
H -2.546 -2.434 0.850
H 0.779 -3.223 -2.099
H -0.168 -4.493 -3.985
H -3.912 -4.542 -1.894
H 1.438 -2.837 0.083
H 0.887 -1.309 -0.647
H 1.892 -0.814 1.525
H 0.874 -2.027 2.329
H 3.109 2.629 2.069
```

Results
E   -38781.6679 eV
Maximum force   0.591 eV Å⁻¹
SMILES   CC(C)(C)C(=O)Nc1ccc(N2CCN(c3ccc(C(F)(F)F)cn3)CC2)nc1
Lowest unoccupied orbital energy   0.517 eV

Löwdin atomic charge list, values in e, 6 entries: -0.058, -0.522, -0.036, -0.045, -0.434, 0.075

=====

- Among the records above, which one has the highest E?
  C5H5N

=====

- The lowest maximum force belongs to which entry?
  C20H24F3N5O

=====

- Which of these has the lowest maximum force?
  C20H24F3N5O

=====

- Which value of maximum force does entry 2 give?
  5.732 eV Å⁻¹